Entry 1:
Molecular formula: C23H46O11
Method: DFT, ωB97M-V/def2-TZVPD

Structure (XYZ):
```
80
Properties=species:S:1:pos:R:3:forces:R:3:lowdin_charge:R:1
O 3.877 -1.674 2.717 -0.7450 -0.2807 -1.3855 -0.005
O 5.193 -2.538 4.361 -1.7831 1.2222 -1.1300 0.073
O -4.140 -2.721 -2.826 0.2157 -0.7073 1.0570 0.059
O -3.554 -0.435 1.098 0.2606 -0.6246 -3.2350 -0.011
O 0.598 0.991 0.887 -0.1887 2.0162 1.4943 -0.021
O 1.572 2.851 1.941 -0.8186 -1.1354 -1.2742 0.113
O -2.387 -3.156 -1.538 0.1306 -0.1990 1.6739 -0.045
O -2.606 0.336 2.996 -0.6851 0.9413 -0.6326 0.101
O -2.380 3.476 -1.263 -0.2099 4.2958 7.3843 -0.093
O 5.329 1.773 -3.749 -2.8653 -0.4905 0.6673 0.057
O 3.173 1.157 -3.238 0.0559 -0.1052 0.3029 0.007
C 0.549 1.655 -0.363 3.7279 -7.0957 -0.4018 -0.240
C 4.175 1.997 -3.335 3.3908 1.3300 -0.2060 -0.530
C 2.504 -2.863 0.998 1.3213 -0.1903 -0.1636 -0.043
C -3.725 -2.947 -1.690 0.9278 1.5382 -4.8848 -0.538
C -0.120 -3.845 -2.241 -0.8116 2.8156 4.4526 -0.082
C -0.208 0.741 -1.266 -0.8228 -3.7686 2.0897 -0.047
C -2.489 4.183 -0.047 -1.7961 -3.1686 -7.9214 -0.370
C -1.506 -3.364 -2.675 0.4563 2.7147 -0.7094 -0.208
C -4.550 0.583 0.965 2.2229 2.7555 -3.6547 -0.150
C 4.838 -0.106 4.196 0.1345 -2.3512 1.5925 0.019
C -1.560 -1.294 1.822 4.4641 -1.5965 -0.6828 0.003
C 4.593 -1.614 3.808 3.0039 0.6799 1.5819 -0.532
C -5.683 0.360 -0.009 9.1397 -8.7750 -0.4367 -0.011
C 1.183 1.697 1.920 -0.0312 1.4807 -0.6329 -0.491
C 3.865 3.398 -2.873 1.3005 0.7384 0.7736 0.012
C -4.613 -2.845 -0.545 -1.7944 0.6195 0.7161 0.006
C -2.276 3.524 1.232 -0.3534 -0.8695 3.1753 -0.084
C 3.624 -2.950 2.145 -1.7271 -0.5182 -1.7939 -0.190
C 3.415 -0.207 -3.608 -2.7902 0.0960 1.4576 -0.178
C 1.303 0.808 3.050 2.0952 1.0982 -0.4444 0.036
C -2.594 -0.335 1.983 -0.9103 1.1317 1.5167 -0.615
C 2.333 -1.025 -2.883 1.5294 -1.5336 0.1913 -0.076
C -3.113 5.611 -0.086 1.4888 -0.4763 2.9704 -0.047
H -5.325 -3.743 -0.653 1.5519 0.7257 1.3316 0.133
H -3.979 -2.497 0.311 -1.2428 -1.3327 -0.0239 0.085
H -3.288 3.565 1.913 2.4150 0.0135 -1.6958 0.159
H 0.155 2.486 -0.534 -3.6206 7.7276 0.4485 0.031
H 2.369 -0.981 -1.765 0.5658 0.0102 -0.8773 0.062
H 4.334 -0.563 -3.270 1.8695 -0.1274 0.0142 0.105
H -5.411 -2.032 -0.720 1.7842 -1.0129 -0.1339 0.088
H 1.596 1.744 -0.598 0.5011 0.1200 -0.8727 0.127
H 0.587 -2.998 -1.668 -2.1605 -2.1932 -1.4326 0.120
H -1.282 -2.305 -3.254 -1.2874 -2.6947 1.1430 0.173
H 2.196 1.051 3.575 0.2671 0.2493 0.8884 0.086
H -2.010 -4.131 -3.261 0.2258 0.3802 -0.5976 0.118
H -5.245 0.359 -1.052 -0.3533 -1.1916 0.8543 0.136
H -4.223 5.670 0.178 1.5060 -0.5439 -0.3691 0.094
H -4.049 1.627 0.816 -0.7615 -2.0019 0.1133 0.146
H -0.768 -0.917 2.543 -1.0584 -1.4409 -0.3744 0.098
H -2.532 6.108 0.917 -1.5557 -0.5277 -3.1946 0.145
H 4.699 3.815 -2.247 -0.5384 -0.9761 -0.2602 0.106
H 2.522 -3.798 0.310 -0.4229 1.1899 1.7793 0.102
H 2.531 -2.109 -3.212 -0.7732 1.4474 0.5504 0.109
H 2.958 3.603 -2.322 -0.4315 -0.2616 -0.3206 0.071
H 0.387 -4.154 -3.050 1.8662 -0.9073 -3.1007 0.017
H 3.226 -0.244 -4.648 0.3958 -0.4272 -1.1778 0.120
H -6.260 -0.462 0.298 -0.7600 -1.1986 -0.1747 0.077
H 1.411 -0.087 2.595 0.5771 -3.4030 -0.8867 0.042
H -1.986 -2.293 1.960 0.3507 0.0370 0.5963 0.107
H 5.043 0.473 3.280 -0.2479 -0.0199 0.7697 0.088
H 5.707 -0.245 4.914 -0.8435 0.8301 -1.0899 0.098
H 3.967 0.196 4.836 0.7286 0.2391 -0.9347 0.083
H 0.431 0.773 3.558 -2.6640 0.1707 2.1978 0.068
H 1.581 -2.622 1.532 -0.2780 -0.5725 -0.5309 0.054
H -0.931 -1.415 0.886 -1.4430 0.6555 0.4305 0.101
H -6.178 1.084 -0.131 -7.2934 10.5909 -0.5233 -0.042
H -1.485 4.043 1.834 -0.7585 0.0233 -0.4071 0.101
H 3.307 -3.590 2.929 -0.8860 -0.5533 0.7934 0.104
H -4.832 0.486 1.874 -3.2007 0.9399 6.2167 0.055
H -0.239 -4.713 -1.603 0.1630 -0.0681 0.4246 0.071
H 4.454 -3.515 1.781 1.3200 0.5550 -0.4273 0.110
H 4.015 4.029 -3.734 -0.6366 0.2846 -0.5442 0.081
H -1.227 0.442 -0.722 1.9752 0.8356 -1.2829 0.121
H -0.425 1.143 -2.219 -0.1350 0.3859 -0.9814 0.069
H -1.894 2.468 1.240 -0.7041 0.9162 -0.5887 0.073
H 2.636 -2.061 0.231 0.4092 -0.2174 0.9619 0.051
H -2.943 6.006 -1.098 0.1455 0.3314 0.7492 0.070
H 0.382 -0.252 -1.319 -1.1989 1.4711 -0.2465 0.069
H 1.359 -0.666 -3.103 -0.8944 -0.0461 -0.7217 0.039
```
Forces are in eV/Å.

LUMO energy   0.100 eV
Total charge   0
SMILES string   CCOC(C)=O.CCOC(C)=O.CCOC(C)=O.CCOC(C)=O.CCOC(C)=O.CC(C)=O
Strongest force on any atom   0.2503 Eh/bohr
Highest occupied orbital energy   -10.01 eV

=====

Entry 2:
Molecular formula: C21H34N7O5P2V
Method: DFT, ωB97M-V/def2-TZVPD

Structure (XYZ):
```
70
Properties=species:S:1:pos:R:3:forces:R:3:nbo_charge:R:1
V -0.597 1.210 0.179 -0.6271 -0.1905 -0.0084 1.630
P 1.498 -0.778 -1.139 0.0373 -0.0608 0.0181 2.535
P -1.325 -1.740 -0.821 0.1252 0.1283 -0.0359 2.540
O -0.352 1.181 1.901 0.0617 -0.0840 0.0084 -0.520
O -0.233 -0.230 4.103 0.0083 0.0314 -0.0160 -0.668
O -1.613 -0.267 -0.395 0.2144 0.0041 0.0490 -1.031
O 0.211 -1.725 -1.329 -0.1638 0.0931 0.1921 -1.082
O 0.958 0.537 -0.502 0.2385 -0.0092 -0.1480 -0.987
N 2.572 -1.405 -0.141 0.0399 0.0472 0.0045 -0.816
N -0.234 3.165 0.751 0.0513 -0.0038 0.0637 -0.282
N 0.060 3.390 2.057 -0.0298 -0.0961 -0.1100 -0.300
N 2.075 -0.666 -2.625 -0.0074 0.0386 -0.0685 -0.802
N -2.284 -2.128 -2.034 -0.0389 0.0931 -0.0805 -0.818
N -1.353 -2.849 0.331 -0.0426 -0.0192 0.0982 -0.802
N -1.079 2.398 -1.478 0.0909 -0.0549 0.0456 -0.484
C 0.218 2.117 4.096 -0.0427 -0.2088 0.0010 -0.201
C -0.016 2.257 2.691 0.0878 0.2900 -0.0143 0.575
C 0.569 3.281 4.819 -0.0045 -0.0088 -0.0417 -0.117
C -3.473 -1.367 -2.448 -0.0094 -0.0132 0.0014 -0.408
C 3.314 -2.622 -0.530 0.0046 -0.0031 0.0228 -0.416
C -1.021 4.593 -2.447 -0.0047 0.0048 0.0049 -0.168
C -0.319 -2.966 1.367 0.0198 0.0071 0.0041 -0.413
C -1.785 2.721 -3.732 0.0005 0.0430 -0.0077 -0.216
C -2.127 -3.439 -2.697 -0.0059 -0.0099 -0.0050 -0.415
C 0.098 0.895 4.788 -0.0185 -0.0245 -0.0243 0.373
C 2.976 -0.824 1.150 -0.0062 -0.0131 0.0206 -0.402
C 0.319 0.856 6.157 0.0066 0.0324 -0.0174 -0.291
C -1.518 4.078 -3.641 -0.0086 -0.0099 -0.0231 -0.072
C 0.788 3.229 6.170 0.0077 0.0206 0.0137 -0.227
C 1.240 -0.650 -3.834 -0.0087 -0.0319 -0.0084 -0.408
C -0.343 4.135 -0.079 -0.0030 0.0208 -0.0074 0.171
C 3.465 -0.219 -2.857 0.0090 0.0029 -0.0055 -0.409
C 0.658 2.009 6.838 0.0013 -0.0074 0.0233 -0.079
C -1.551 1.911 -2.634 0.0030 -0.0004 0.0108 0.091
C -0.814 3.729 -1.394 0.0104 0.0083 0.0551 0.138
C -2.608 -3.552 0.675 -0.0006 0.0027 -0.0064 -0.406
H -0.135 -4.022 1.560 -0.0135 -0.0029 -0.0100 0.240
H 3.219 -3.364 0.262 -0.0027 -0.0062 -0.0052 0.229
H -3.399 -1.117 -3.507 0.0024 -0.0011 -0.0034 0.217
H 2.860 -1.572 1.934 -0.0042 -0.0050 -0.0037 0.220
H 2.367 0.042 1.393 -0.0009 -0.0006 -0.0069 0.217
H 0.659 4.215 4.284 0.0017 0.0077 0.0069 0.247
H 2.916 -3.040 -1.452 0.0032 0.0077 -0.0028 0.227
H -2.393 -4.614 0.778 0.0038 -0.0008 -0.0029 0.236
H -0.806 5.647 -2.333 -0.0031 -0.0008 -0.0060 0.272
H 0.222 -0.084 6.689 -0.0005 0.0008 0.0008 0.236
H -2.985 -4.074 -2.480 -0.0001 0.0001 0.0036 0.229
H -1.698 4.731 -4.484 0.0049 0.0062 0.0050 0.272
H -2.061 -3.288 -3.773 -0.0006 0.0000 -0.0008 0.231
H 4.037 -0.232 -1.933 -0.0134 -0.0003 0.0084 0.224
H -1.755 0.851 -2.668 0.0056 -0.0054 0.0021 0.224
H 0.825 1.960 7.906 -0.0002 0.0025 -0.0012 0.251
H 0.277 -1.117 -3.645 -0.0029 0.0121 -0.0028 0.211
H -2.179 2.291 -4.642 0.0024 -0.0177 0.0089 0.267
H 3.470 0.794 -3.259 -0.0076 -0.0031 -0.0021 0.221
H -4.365 -1.976 -2.299 0.0041 -0.0083 -0.0039 0.234
H -3.004 -3.172 1.616 0.0020 0.0037 -0.0001 0.222
H 4.369 -2.388 -0.671 -0.0009 0.0024 0.0086 0.230
H 0.614 -2.511 1.042 0.0070 0.0065 -0.0195 0.207
H 1.747 -1.217 -4.613 0.0050 -0.0043 0.0026 0.243
H -3.578 -0.460 -1.860 0.0067 -0.0031 0.0041 0.219
H -0.650 -2.486 2.288 0.0039 0.0110 0.0010 0.217
H -1.222 -3.938 -2.356 0.0014 0.0024 0.0077 0.226
H 1.055 4.123 6.714 -0.0010 -0.0008 0.0005 0.254
H -3.355 -3.417 -0.102 0.0086 0.0076 -0.0044 0.222
H -0.141 5.160 0.213 -0.0156 0.0097 -0.0238 0.265
H 1.096 0.373 -4.188 0.0108 0.0029 0.0057 0.207
H 3.933 -0.891 -3.574 0.0017 -0.0044 0.0016 0.236
H 4.022 -0.522 1.104 -0.0001 -0.0083 -0.0082 0.231
H -0.335 -0.951 4.737 -0.0039 -0.0289 0.0316 0.501
```
Forces are in eV/Å.

LUMO energy (spin up / spin down)   -10.820 / -10.256 eV
Spin multiplicity   2
Total charge   +3
Strongest force on any atom   0.0127 Eh/bohr
Highest occupied orbital energy (spin up / spin down)   -16.01 / -16.02 eV

=====

Entry 3:
Molecular formula: C4H4O2
Method: DFT, ωB97M-V/def2-TZVPD

Structure (XYZ):
```
10
Properties=species:S:1:pos:R:3:forces:R:3:nbo_charge:R:1
O -2.533 -1.699 0.791 0.1073 0.7637 -1.0160 -0.458
O -3.346 1.541 -0.699 0.0166 -0.0941 0.1248 -0.510
C -3.073 1.068 0.289 -0.4306 0.7327 -0.0376 0.499
C -1.800 -1.109 0.092 0.6954 -1.9398 1.9888 0.700
C 0.662 -0.489 -0.033 -0.4839 -1.6345 -1.0878 -0.603
C -0.789 -0.569 -0.533 0.2846 -0.8187 0.8086 -0.545
H 0.640 -0.651 1.034 0.2236 0.8339 0.4618 0.223
H 0.955 0.502 -0.423 0.7664 -0.7070 0.7823 0.231
H -1.106 -0.144 -1.420 -0.0876 0.9756 -1.8959 0.243
H 1.323 -1.395 -0.361 -1.0918 1.8884 -0.1290 0.219
```
Forces are in eV/Å.

LUMO energy   0.624 eV
Total charge   0
Strongest force on any atom   0.0557 Eh/bohr
Highest occupied orbital energy   -8.90 eV

=====

Entry 4:
Molecular formula: CH3F2NO
Method: DFT, ωB97M-V/def2-TZVPD

Structure (XYZ):
```
8
Properties=species:S:1:pos:R:3:forces:R:3:nbo_charge:R:1
F 1.522 -0.258 0.577 0.7014 -0.1653 0.9576 -0.304
F 1.301 1.698 -0.372 0.4902 -0.4830 -0.4145 -0.304
O -0.830 -0.005 -0.559 0.8065 1.0427 -0.6897 -0.448
N -1.328 -0.434 0.560 -0.0155 -0.9375 0.8570 -0.446
C 1.302 0.390 -0.519 -2.7484 -1.0052 -0.7433 0.651
H 1.428 -0.192 -1.451 0.3590 1.2301 0.5488 0.161
H -1.757 0.212 1.241 0.3297 -0.3847 -0.8684 0.347
H -1.638 -1.411 0.524 0.0771 0.7029 0.3526 0.343
```
Forces are in eV/Å.

LUMO energy (spin up / spin down)   0.687 / 1.063 eV
Total charge   0
Strongest force on any atom   0.0587 Eh/bohr
Highest occupied orbital energy (spin up / spin down)   -7.30 / -8.29 eV